Entry 1:
{"formula": "C33H77N11O11", "method": "wB97M-V/def2-TZVPD", "symbols": ["C", "N", "C", "C", "O", "H", "H", "H", "H", "H", "H", "H", "C", "N", "C", "C", "O", "H", "H", "H", "H", "H", "H", "H", "C", "N", "C", "C", "O", "H", "H", "H", "H", "H", "H", "H", "C", "N", "C", "C", "O", "H", "H", "H", "H", "H", "H", "H", "C", "N", "C", "C", "O", "H", "H", "H", "H", "H", "H", "H", "C", "N", "C", "C", "O", "H", "H", "H", "H", "H", "H", "H", "C", "N", "C", "C", "O", "H", "H", "H", "H", "H", "H", "H", "C", "N", "C", "C", "O", "H", "H", "H", "H", "H", "H", "H", "C", "N", "C", "C", "O", "H", "H", "H", "H", "H", "H", "H", "C", "N", "C", "C", "O", "H", "H", "H", "H", "H", "H", "H", "C", "N", "C", "C", "O", "H", "H", "H", "H", "H", "H", "H"], "coordinates": [[1.988, -0.057, 5.433], [1.539, -1.370, 5.304], [0.749, -1.899, 4.348], [0.395, -3.377, 4.500], [0.307, -1.223, 3.453], [1.531, 0.791, 4.922], [3.052, -0.038, 5.197], [1.949, 0.210, 6.489], [1.748, -1.921, 6.125], [-0.347, -3.588, 3.730], [0.041, -3.673, 5.488], [1.209, -4.073, 4.301], [-5.033, -0.645, 3.735], [-5.598, 0.608, 3.189], [-5.033, 1.860, 3.287], [-3.699, 2.161, 3.980], [-5.673, 2.850, 2.869], [-5.122, -0.588, 4.820], [-4.034, -0.786, 3.323], [-5.540, -1.532, 3.357], [-6.413, 0.524, 2.598], [-3.703, 2.840, 4.833], [-3.026, 2.563, 3.223], [-3.204, 1.304, 4.437], [0.003, -8.943, -3.063], [0.784, -7.763, -2.774], [0.263, -6.578, -2.403], [1.267, -5.522, -2.216], [-0.929, -6.387, -2.157], [0.810, -9.643, -3.278], [-0.645, -8.780, -3.924], [-0.643, -9.287, -2.255], [1.785, -7.825, -2.662], [1.968, -5.488, -3.049], [1.794, -5.622, -1.267], [0.767, -4.553, -2.238], [5.118, 5.018, -4.794], [5.756, 5.912, -3.851], [6.114, 5.503, -2.608], [6.803, 6.498, -1.741], [5.915, 4.397, -2.098], [5.664, 4.076, -4.844], [5.027, 5.444, -5.793], [4.078, 4.830, -4.531], [5.681, 6.902, -4.036], [6.415, 7.502, -1.912], [7.861, 6.536, -2.001], [6.785, 6.329, -0.665], [-5.502, -8.310, -3.795], [-4.908, -7.110, -4.297], [-5.302, -6.546, -5.459], [-4.584, -5.241, -5.829], [-6.213, -6.958, -6.183], [-5.401, -9.087, -4.553], [-6.550, -8.198, -3.517], [-5.028, -8.748, -2.917], [-4.168, -6.703, -3.743], [-3.884, -5.393, -6.651], [-4.118, -4.824, -4.936], [-5.404, -4.588, -6.125], [-2.517, -0.493, -1.525], [-1.290, -0.024, -0.996], [-0.463, 0.788, -1.610], [0.803, 1.195, -0.910], [-0.758, 1.318, -2.708], [-2.775, -1.436, -1.042], [-2.398, -0.745, -2.579], [-3.319, 0.212, -1.308], [-1.126, -0.245, -0.024], [1.370, 1.866, -1.556], [1.231, 0.227, -0.648], [0.597, 1.813, -0.036], [-8.256, -4.625, -0.853], [-9.193, -4.588, 0.311], [-9.483, -5.608, 1.105], [-10.332, -5.263, 2.345], [-9.197, -6.789, 0.833], [-8.761, -5.094, -1.697], [-7.410, -5.258, -0.585], [-7.963, -3.594, -1.049], [-9.524, -3.673, 0.581], [-10.425, -6.166, 2.949], [-11.338, -4.986, 2.030], [-9.869, -4.470, 2.931], [-5.466, 2.625, -5.132], [-4.121, 2.977, -5.540], [-3.906, 3.729, -6.656], [-2.452, 3.961, -7.009], [-4.826, 4.199, -7.376], [-5.661, 1.586, -5.396], [-6.239, 3.186, -5.658], [-5.558, 2.745, -4.053], [-3.279, 2.623, -5.110], [-1.923, 4.746, -6.468], [-2.402, 4.259, -8.056], [-1.811, 3.097, -6.834], [1.679, 7.235, 8.044], [1.934, 6.985, 6.604], [0.986, 6.783, 5.687], [1.491, 6.610, 4.310], [-0.180, 6.594, 6.000], [2.633, 7.503, 8.499], [1.250, 6.423, 8.631], [1.059, 8.127, 8.128], [2.884, 6.804, 6.311], [0.694, 6.662, 3.568], [2.003, 5.654, 4.205], [2.148, 7.442, 4.057], [9.185, 5.485, 5.943], [8.624, 4.531, 5.000], [7.331, 4.498, 4.657], [6.876, 3.492, 3.643], [6.497, 5.315, 5.108], [8.515, 6.337, 6.063], [10.054, 5.867, 5.407], [9.436, 5.039, 6.905], [9.248, 3.842, 4.604], [5.894, 3.674, 3.206], [6.863, 2.497, 4.090], [7.689, 3.380, 2.926], [7.192, -0.937, -4.086], [6.578, -0.720, -2.758], [6.664, -1.599, -1.756], [6.065, -1.119, -0.413], [7.277, -2.670, -1.842], [7.824, -0.081, -4.323], [6.445, -0.909, -4.879], [7.687, -1.905, -4.165], [6.369, 0.240, -2.522], [5.090, -1.578, -0.247], [5.872, -0.048, -0.472], [6.726, -1.342, 0.425]], "forces_ev_per_angstrom": [[1.620, 2.091, 0.813], [-0.710, -1.809, 0.639], [-0.088, -0.587, 0.792], [0.014, -0.239, -0.428], [-0.324, 0.458, -1.115], [-0.541, -0.763, -0.459], [0.194, 0.336, -0.233], [-0.084, 0.097, 0.125], [-0.130, -0.281, -0.408], [-0.162, 0.014, 0.289], [-0.239, 0.359, 0.031], [0.408, 0.349, -0.103], [-0.053, 0.809, -0.697], [0.921, -0.497, 0.044], [-1.830, 2.306, 0.161], [0.468, -1.311, 0.117], [1.083, -1.832, 0.245], [0.511, -0.439, -0.052], [0.348, 0.140, 0.699], [-0.572, 0.323, 0.113], [0.098, 0.435, 0.183], [-0.860, 0.439, -0.446], [-0.072, 0.075, 0.036], [-0.018, -0.455, -0.413], [0.650, -0.023, -0.117], [-0.154, 0.425, 0.214], [-1.446, -0.229, 0.892], [0.589, 1.545, -0.312], [0.522, -0.430, -0.664], [-0.718, -0.684, -0.203], [0.193, -0.045, -0.129], [0.270, 0.091, 0.247], [-0.247, -0.274, -0.320], [0.277, -0.210, 0.156], [0.059, -0.060, -0.055], [-0.060, -0.093, 0.260], [-0.620, -0.229, -0.103], [-0.029, -0.062, -0.313], [-0.333, -0.950, 2.001], [0.673, 1.544, -0.069], [-0.110, 0.209, -1.630], [-0.112, 0.079, 0.014], [0.595, 0.238, 0.082], [-0.004, -0.321, 0.357], [0.276, -0.215, 0.181], [0.032, 0.183, -0.033], [0.094, -0.002, -0.194], [-0.459, -0.529, -0.284], [-0.415, -1.283, -0.071], [0.348, 0.064, 0.635], [-0.518, 0.695, -1.168], [-0.730, -0.512, 0.645], [0.983, -0.160, 1.098], [-0.411, -0.056, -0.115], [-0.095, 0.131, -0.304], [0.456, 0.639, 0.048], [-0.127, 0.144, -0.373], [-0.053, 0.069, 0.133], [0.335, 0.122, -0.240], [0.288, 0.158, -0.241], [-0.766, -0.675, -0.263], [0.172, -1.296, 1.904], [-0.164, 3.465, -2.663], [-0.484, -0.224, 0.043], [0.365, -1.177, 1.101], [0.024, 0.011, 0.167], [-0.241, 0.502, -0.039], [-0.176, 0.042, -0.521], [0.305, -0.011, -0.162], [0.215, -0.683, -0.179], [0.920, 0.460, 0.291], [-0.186, -0.408, 0.322], [-1.026, -0.567, 1.101], [0.989, 1.664, -1.135], [-0.803, -2.705, 0.485], [0.429, -0.470, -0.459], [0.031, 1.731, 0.397], [0.122, 0.233, -0.140], [0.079, 0.195, -0.053], [0.069, -0.254, -0.180], [0.094, -0.231, 0.025], [0.132, 0.119, -0.052], [0.042, 0.219, 0.006], [-0.150, 0.064, -0.007], [0.126, -0.752, 0.301], [0.026, 0.974, -1.155], [-1.557, 0.994, -1.231], [0.540, 0.115, -0.379], [1.953, -1.124, 1.774], [-0.033, -0.202, 0.186], [0.525, 0.404, 0.053], [-0.171, 0.029, -0.060], [-0.491, -0.193, 0.336], [-0.585, 0.276, 0.357], [-0.049, -0.225, 0.035], [-0.234, -0.320, -0.163], [0.448, 0.502, -0.795], [1.129, 0.268, 1.623], [-1.393, -1.409, 0.649], [0.119, 0.563, -1.359], [-0.215, 0.619, -0.119], [0.054, -0.123, -0.079], [-0.144, -0.174, -0.462], [-0.235, -0.212, 0.045], [-0.074, 0.288, 0.176], [-0.177, -0.229, 0.315], [0.137, 0.093, -0.001], [0.402, -0.215, -0.006], [0.182, 0.266, -0.943], [0.219, -0.527, 0.234], [-2.824, 1.857, 0.470], [1.094, -0.973, 0.072], [1.386, -1.072, -0.320], [-0.177, -0.348, 0.084], [0.394, 0.138, 0.629], [0.017, 0.058, -0.078], [-0.152, 0.155, 0.068], [0.388, 0.362, 0.084], [-0.247, -0.073, 0.329], [-0.327, 0.169, -0.628], [-0.651, 0.426, 0.085], [0.202, 0.514, -1.426], [1.344, -1.242, 1.659], [-0.125, 0.137, -0.905], [-1.050, 0.823, -0.085], [0.483, -0.295, 0.199], [-0.371, -0.152, 0.158], [0.174, 0.314, 0.429], [-0.209, -0.244, -0.077], [0.100, -0.237, -0.001], [0.092, 0.090, 0.211], [-0.014, -0.087, -0.240]], "de_lowest_kj_mol": 389.8, "smiles": "CNC(C)=O.CNC(C)=O.CNC(C)=O.CNC(C)=O.CNC(C)=O.CNC(C)=O.CNC(C)=O.CNC(C)=O.CNC(C)=O.CNC(C)=O.CNC(C)=O", "homo_energy_ev": -9.2358}



Entry 2:
{"formula": "C7H14", "method": "wB97M-V/def2-TZVPD", "symbols": ["C", "C", "C", "C", "C", "C", "C", "H", "H", "H", "H", "H", "H", "H", "H", "H", "H", "H", "H", "H", "H"], "coordinates": [[-1.580, 0.639, 1.223], [-1.325, -0.209, -0.034], [0.095, -0.671, -0.103], [0.514, -1.695, 0.932], [0.771, -0.796, -1.427], [1.129, 0.354, -0.406], [0.897, 1.790, -0.832], [-2.622, 0.947, 1.203], [-1.416, 0.064, 2.143], [-0.988, 1.571, 1.332], [-1.985, -1.097, -0.072], [-1.572, 0.379, -0.930], [-0.082, -2.604, 0.817], [0.370, -1.319, 1.950], [1.571, -1.976, 0.836], [1.380, -1.686, -1.642], [0.233, -0.464, -2.327], [2.020, 0.282, 0.213], [0.883, 2.507, -0.002], [-0.025, 1.902, -1.402], [1.734, 2.084, -1.474]], "forces_ev_per_angstrom": [[-0.301, 0.043, 0.168], [-0.268, 0.140, 0.074], [-0.015, 0.054, 0.200], [-0.105, -0.113, 0.110], [0.408, 0.439, -0.113], [0.584, -0.405, -0.754], [0.036, -0.135, -0.129], [-0.212, 0.082, 0.246], [-0.095, 0.048, -0.201], [-0.065, -0.641, -0.478], [0.064, 0.409, 0.219], [0.083, -0.119, 0.223], [0.018, -0.025, 0.058], [-0.005, -0.037, -0.089], [-0.210, 0.141, -0.098], [0.058, 0.626, 0.399], [0.142, 0.021, 0.553], [0.127, -0.369, -0.330], [-0.088, -0.291, 0.004], [0.011, 0.078, -0.014], [-0.166, 0.055, -0.046]], "de_lowest_kj_mol": 92.1, "smiles": "CC[C@@]1(C)C[C@H]1C", "homo_energy_ev": -9.5693}



Entry 3:
{"formula": "C3H7N3", "method": "wB97M-V/def2-TZVPD", "symbols": ["N", "C", "N", "H", "H", "C", "C", "N", "H", "H", "H", "H", "H"], "coordinates": [[-1.776, 1.345, 0.484], [-1.289, 1.262, -0.649], [-0.970, 1.202, -1.831], [-2.578, 0.986, 0.963], [-1.569, 0.842, -2.552], [1.158, -1.828, 0.633], [0.486, -0.674, 0.718], [0.984, 0.555, 0.103], [2.034, -1.966, 0.017], [0.941, -2.664, 1.274], [-0.266, -0.594, 1.492], [0.886, 0.740, -0.886], [1.960, 0.792, 0.234]], "forces_ev_per_angstrom": [[1.827, 0.574, -2.641], [-3.856, -0.484, 1.785], [0.942, 0.262, 0.840], [0.191, -0.172, -0.204], [-0.120, 0.163, 0.073], [-0.186, 0.542, 0.169], [2.422, -0.042, -0.359], [0.266, 0.151, 0.111], [0.022, 0.212, -0.299], [-0.434, -0.203, 0.103], [-0.386, 0.400, -0.374], [-0.703, -0.767, -0.033], [0.013, -0.637, 0.830]], "de_lowest_kj_mol": 249.7, "smiles": "N=C=N.C=CN", "homo_energy_ev": -9.1442}